(1)
Here is a molecular structure, C14H29BN6O2S2W from OMol25. Energies are from ωB97M-V/def2-TZVPD.

Output
**2S+1**: 1
**Gap between HOMO and LUMO**: 6.171 eV
**Relative energy (zero: lowest compared OMol25 entry of this formula, charge and spin)**: 0.000 eV

Last column: Löwdin charge in e.
Atoms and positions in Å:
H  2.4098  3.1696  2.9560  0.075
H  3.7242  -1.5629  3.8610  0.120
H  1.9286  -3.1969  3.4205  0.091
H  -4.6680  -0.9511  -1.5797  0.081
H  -3.6508  2.0064  0.4292  0.077
C  -3.6258  -0.1356  0.1236  -0.726
S  2.2085  -0.1518  -0.1280  0.676
H  3.0135  0.8380  -2.7474  0.061
C  3.5104  3.4369  -0.8278  -0.047
H  4.0344  4.0981  -1.4943  0.117
C  -3.7240  1.0927  1.0274  -0.057
H  0.3940  2.4143  -0.1499  0.054
H  -1.5197  -0.2526  -2.5439  0.097
H  -2.9305  1.0933  1.7757  0.023
H  0.8211  -2.7004  2.1117  0.072
B  1.7507  2.4076  2.2911  -0.432
N  1.7250  -1.1515  3.1799  -0.117
O  -2.4078  -0.1160  -0.6022  -0.418
H  0.5903  2.7166  2.2313  0.060
C  3.8221  1.3974  -2.2800  -0.050
H  0.8877  1.4437  -2.6321  0.088
O  -0.1807  -2.1038  -0.2932  -0.550
C  1.1571  -2.4893  3.1272  -0.024
H  3.9956  1.1517  3.4413  0.123
H  -2.9615  -1.4783  1.6913  0.042
W  -0.4744  -0.4341  -0.1181  1.038
N  -0.4742  1.9609  -0.4063  -0.054
H  -4.6805  1.1167  1.5546  0.086
H  -4.6541  0.8187  -1.5211  0.075
C  -3.7488  -1.4179  0.9407  -0.050
C  2.6416  1.5122  -0.0902  -0.686
C  3.0229  -0.8267  3.5125  -0.044
H  2.8518  4.5548  0.9534  0.120
N  1.9430  0.9835  2.8458  -0.019
H  -1.9669  2.1253  -1.8293  0.108
S  -0.5846  -0.0540  2.2746  0.619
H  0.0569  -0.7199  -2.7874  0.103
H  -0.4627  1.5314  -3.7638  0.119
H  -3.6525  -2.2829  0.2820  0.087
H  -5.7302  -0.0933  -0.4478  0.082
N  3.3151  2.1012  -1.1195  -0.132
H  4.2204  2.1281  -2.9805  0.092
C  3.1500  0.5017  3.3070  -0.061
N  -0.5438  -0.0449  -2.3268  -0.089
H  -1.1665  2.2712  0.2700  0.077
C  2.9254  3.6554  0.3689  -0.069
H  4.5980  0.6872  -2.0019  0.092
C  -4.7444  -0.0874  -0.9171  -0.050
H  -4.7157  -1.4666  1.4469  0.084
C  -0.8903  2.2874  -1.7771  -0.224
N  2.3958  2.4645  0.8255  -0.015
H  0.3094  -2.5664  3.8042  0.089
C  -0.1959  1.3260  -2.7242  -0.225
C  1.0858  -0.0422  2.7738  -0.706
H  -0.6707  3.3211  -2.0543  0.118

=====

(2)
Here is 7 unconnected molecules or ions with the total composition C14H29ClN8O17S2 in a non-equilibrium geometry from OMol25. Energies are from ωB97M-V/def2-TZVPD.

Output
**2S+1**: 1
**Gap between HOMO and LUMO**: 9.231 eV
**Structure (SMILES)**: O=S1(=O)OC[C@](Cl)(CCCCSc2nnco2)O1.C[N+](=O)[O-].C[N+](=O)[O-].C[N+](=O)[O-].C[N+](=O)[O-].C[N+](=O)[O-].C[N+](=O)[O-]

Last column: Löwdin charge in e.
Atoms and positions in Å:
N  -3.3934  2.5326  -1.4184  0.044
H  -2.7369  -1.6634  -1.1435  0.052
C  -1.3903  -3.8013  2.3917  0.053
N  -6.1301  4.8766  1.0156  -0.455
C  -2.3863  -1.8178  -2.1575  -0.451
H  2.9703  -2.3434  0.4921  0.086
C  -4.7420  4.4010  0.7782  0.031
H  2.6759  -3.1756  2.0368  0.098
H  -2.2157  -4.2143  2.9591  0.097
O  3.5735  -0.6102  2.5061  0.044
H  1.5369  -0.1699  -1.4282  0.134
N  -3.9805  1.3012  -1.5830  0.084
H  -0.7868  -0.3497  -2.2370  0.077
H  3.9604  -3.7501  0.9405  0.074
S  4.0163  0.3698  -3.2900  0.567
N  2.0169  -4.1919  0.3199  -0.424
H  -0.8766  -4.5676  1.8284  0.069
H  -4.6838  4.0207  -0.2351  0.058
O  -3.1408  -2.6490  1.4032  0.090
O  3.5401  -0.5295  -2.0470  -0.166
H  1.3547  -1.9218  -4.8420  0.133
H  5.9797  1.4560  2.3356  0.094
C  -3.3112  0.7196  -2.5157  -0.702
H  -8.4160  5.8971  4.2772  0.099
H  -2.5371  -2.8628  -2.4011  0.086
O  5.0518  -0.0481  3.9663  0.078
O  -1.1691  -2.2321  0.6775  0.032
O  -6.7660  4.3606  1.9085  0.045
H  0.1371  -0.7022  -4.9709  0.108
O  2.2197  -4.4241  -0.8570  0.061
C  7.9464  -3.9303  1.1862  0.054
H  -1.7183  3.4120  -2.3860  0.135
H  -8.6480  7.4844  3.4938  0.102
O  -6.1557  6.8524  3.5179  0.057
H  5.4328  0.3707  1.0177  0.093
C  -0.9242  -1.4248  -2.2161  -0.250
H  -8.7457  7.3480  5.2779  0.090
C  -0.1444  -2.1383  -3.3431  -0.170
H  0.4247  -2.9763  -2.9571  0.107
O  1.0879  -4.6340  0.9559  0.049
C  1.6697  -0.3113  -3.5378  -0.725
O  6.1312  -2.5710  0.7647  0.052
O  -2.3086  1.4945  -2.9901  -0.006
N  -1.9461  -2.8193  1.4158  -0.416
N  4.5398  0.0263  2.8730  -0.445
H  -4.5197  3.6196  1.4941  0.093
H  7.8732  -4.3957  0.2084  0.103
O  -6.5385  5.7612  0.2928  0.052
C  5.1317  0.9626  1.8773  0.053
C  2.1369  -0.7188  -2.1477  -0.175
H  4.3608  1.6751  1.6016  0.102
H  -0.6997  -3.2657  3.0351  0.105
N  -6.8165  7.2239  4.4598  -0.453
O  5.3129  -0.0105  -3.6908  -0.197
N  6.5995  -3.3945  1.5242  -0.445
H  -0.4958  -1.7400  -1.2541  0.083
H  8.2276  -4.6483  1.9464  0.096
Cl  0.9452  1.3502  -3.6406  0.762
C  2.9822  -3.2925  1.0053  0.050
S  -3.5127  -0.8548  -3.2218  0.985
H  -4.0836  5.2542  0.9126  0.100
H  8.6322  -3.0895  1.1623  0.102
C  -8.2810  6.9696  4.3758  0.048
H  -0.8905  -2.5851  -3.9974  0.111
C  -2.4161  2.6137  -2.2410  -0.162
O  -6.3879  7.7754  5.4516  0.064
H  1.9240  -1.7701  -1.9988  0.117
O  3.8104  1.7252  -2.9294  -0.243
O  2.9194  -0.1889  -4.2785  -0.189
O  6.0538  -3.8096  2.5231  0.078
C  0.7201  -1.2598  -4.2530  -0.159

=====

(3)
Here is a molecular structure, C14H29CuO13V in a non-equilibrium geometry from OMol25. Energies are from ωB97M-V/def2-TZVPD.

Output
**2S+1**: 4
**Gap between HOMO and LUMO (spin up / spin down)**: 4.080 / 4.135 eV
**Net charge**: +2
**Relative energy (zero: lowest compared OMol25 entry of this formula, charge and spin)**: 8.404 eV
**Expectation value of S²**: 3.7654

Last column: Löwdin spin population.
Atoms and positions in Å:
H  1.8215  -4.3980  -3.2083  0.000
H  -0.7829  2.5884  -0.3098  0.000
C  2.7454  1.7150  3.8037  0.000
O  0.0345  -6.7204  -0.2754  0.001
H  2.0154  1.0194  0.5072  0.000
H  0.7078  2.9246  0.5395  0.000
C  -0.0268  3.3552  -0.1410  0.000
H  2.9088  0.7453  4.2740  0.000
C  -2.2266  -1.8519  -2.8184  0.000
C  1.6410  -4.1398  -2.1648  0.000
C  0.9223  3.2260  3.7615  0.000
H  -2.0819  4.1935  4.4470  0.000
C  0.7869  -7.9394  -0.5922  0.000
H  1.0632  -7.9928  -1.6452  0.000
H  -3.6464  -3.9702  -3.1061  0.000
H  -0.4871  0.5941  -1.7100  0.000
O  1.9345  -1.8343  0.8139  -0.023
C  2.8459  0.4397  0.1043  0.001
H  0.2549  -8.8574  -0.3423  0.000
O  -1.9851  6.2353  0.5950  0.000
H  0.9457  -3.3077  -2.0541  0.000
H  3.7264  0.3630  0.7421  0.000
O  1.1020  -5.3492  -1.6205  0.001
Cu  3.9942  -2.6423  1.9317  0.011
H  1.5405  -0.8519  -0.8577  -0.003
H  1.6885  -8.0324  0.0133  0.000
C  -3.1195  7.0424  0.2612  0.000
O  -0.5367  4.6070  0.4449  0.000
H  3.5534  2.4059  4.0440  0.000
H  0.1693  -0.7504  -2.6886  0.000
O  -0.2678  3.3481  4.3549  0.000
O  -3.4748  -1.9804  -2.4478  0.000
C  -1.6761  5.1336  -0.1574  0.000
H  -1.4855  3.7841  2.7942  0.000
H  3.1090  1.0033  -0.7908  0.000
V  0.6037  -3.2076  2.1059  2.992
C  0.5015  -5.4207  -0.4921  0.003
O  -2.2641  4.7000  -1.1805  0.000
O  1.3322  3.9740  2.8910  0.000
H  -3.1909  7.8620  0.9763  0.000
H  -4.6369  -2.6137  -3.9572  0.000
H  -0.9137  5.2474  3.7318  0.000
H  -5.1488  -3.3308  -2.4525  0.000
H  3.2393  -1.4746  -0.7352  -0.001
H  2.5997  -3.9330  -1.6891  0.000
H  -4.0591  6.5256  0.0657  0.000
O  -1.9209  -0.6890  -2.3000  0.000
C  -0.6317  -0.0163  -2.6014  0.000
H  0.4183  3.5788  -1.1106  0.000
H  2.7677  1.4562  2.7451  0.000
C  -1.2303  4.2050  3.7668  0.000
O  -1.4859  -2.6995  -3.3886  0.000
O  1.5204  2.1448  4.3335  0.000
C  -4.2679  -3.0770  -3.0421  0.000
H  -0.7133  0.5989  -3.4975  0.000
O  0.2889  -4.4341  0.2238  0.020
H  -2.9159  7.5344  -0.6899  0.000
C  2.3939  -1.0360  -0.2051  -0.003

=====

(4)
Here is a gas-phase ion, C14H29N2O3 (charge +1) in a non-equilibrium geometry from OMol25. Energies are from ωB97M-V/def2-TZVPD.

Output
**2S+1**: 1
**Gap between HOMO and LUMO**: 7.773 eV
**Net charge**: +1
**Relative energy (zero: lowest compared OMol25 entry of this formula, charge and spin)**: 11.414 eV
**Structure (SMILES)**: C=CC(=O)OCCCCCC[N@@H+](CCO)CCCN

Last column: Löwdin charge in e.
Atoms and positions in Å:
H  -2.7004  1.9762  -0.1893  0.114
C  -3.1372  1.3132  0.6699  -0.191
H  0.6349  2.3349  -2.2304  0.113
N  1.5022  1.3100  0.4668  -0.150
C  -1.6884  -2.7878  -0.2826  -0.239
H  1.0097  -0.5705  1.4316  0.145
H  2.2228  0.5369  -3.9561  0.129
H  -1.0670  -2.5657  2.1166  0.111
N  0.4212  -0.1699  -2.9628  -0.050
H  4.1429  -0.2313  0.4483  0.130
O  -2.4773  -3.7517  -0.8300  0.002
O  3.4296  -2.0124  1.3930  -0.115
H  1.8238  1.7077  1.4006  0.181
H  -2.7384  1.7981  2.8785  0.130
H  2.4623  3.1413  -0.2811  0.162
H  0.4135  -5.0140  1.7047  0.094
C  0.4313  -3.9944  1.0866  -0.002
C  1.7339  1.9353  -2.1118  -0.154
H  -2.0858  0.0926  2.4118  0.105
H  -0.0084  1.2171  2.6377  0.116
H  -3.4820  -0.9936  1.1088  0.124
C  -2.8187  -0.7826  -1.1097  -0.190
H  3.4048  0.0662  2.1760  0.145
H  -0.6206  2.9569  2.2189  0.135
O  -1.5256  -1.4459  -0.8635  -0.159
H  2.4099  2.6701  -2.7664  0.141
H  2.5004  -0.2793  -2.2521  0.108
H  -4.1442  1.8530  1.0157  0.126
C  1.8203  0.4696  -2.8400  -0.251
H  -0.5644  0.9283  -0.3389  0.133
C  1.7600  -0.1980  0.5809  -0.096
C  0.0064  1.6498  0.3988  -0.137
H  -2.6040  0.0847  -1.8892  0.134
C  3.2733  -0.5509  1.1634  -0.190
C  -0.7866  -3.0968  1.0914  -0.064
C  2.3359  1.9975  -0.5901  -0.134
H  1.4732  -0.7993  -0.3807  0.141
C  -0.6944  1.8194  1.8710  -0.166
H  -0.0424  2.7268  -0.1141  0.149
H  0.4221  -0.8727  -3.7375  0.084
H  -4.7305  -0.1590  -0.0337  0.132
H  -0.2666  0.5686  -3.2829  0.074
C  -2.1990  1.1860  2.0067  -0.192
H  1.4239  -3.7056  0.4921  0.077
C  -3.5681  -0.2074  0.2302  -0.166
H  3.4381  1.5696  -0.6423  0.146
H  -3.5934  -1.5297  -1.6263  0.145
H  3.0470  -2.1913  2.3115  0.120

=====

(5)
Here is 8 unconnected molecules or ions with the total composition C14H29N3O18 in a non-equilibrium geometry from OMol25. Energies are from ωB97M-V/def2-TZVPD.

Output
**2S+1**: 1
**Gap between HOMO and LUMO**: 2.177 eV
**Net charge**: -2
**Relative energy (zero: lowest compared OMol25 entry of this formula, charge and spin)**: 9.477 eV

Last column: Löwdin charge in e.
Atoms and positions in Å:
C  -5.8242  6.3914  7.2402  -0.906
H  -7.3703  -0.4478  14.9857  0.164
H  -6.1926  3.4326  7.9804  0.064
N  -7.5646  5.2072  10.2189  0.098
O  -3.7483  1.6308  10.0214  0.240
H  -0.7339  1.3358  11.9323  0.096
O  -8.1776  4.3552  12.3620  0.110
O  -5.1615  8.2004  10.8750  -0.016
C  -3.3565  3.4386  13.9847  -0.886
C  -3.2055  0.8029  10.6558  -0.384
O  -3.6374  3.1579  15.1466  -0.064
H  -6.6830  7.4604  6.4193  0.095
N  -6.9431  -0.0484  15.8092  0.064
C  -7.6460  2.2022  8.3054  -0.958
H  -6.5075  -0.8736  16.1958  0.156
H  -3.1488  0.0605  12.6520  0.088
O  -4.3697  6.1481  11.0292  0.054
H  -12.9115  6.4938  10.5890  0.062
H  -5.3787  1.1172  16.3941  0.100
O  -3.2984  7.7716  11.9540  -0.077
O  -4.8246  7.1797  7.0737  -0.087
H  -6.2630  1.9549  15.0575  0.120
C  -0.7769  1.3449  10.8432  -0.005
C  -11.5630  6.0042  10.0504  -0.930
H  -4.5117  0.9342  12.2654  0.088
H  -8.9013  6.4060  10.9406  0.062
H  -8.2037  7.1678  9.5092  0.106
H  -4.3403  -0.7306  11.5533  0.102
O  -7.9362  1.0386  8.3656  -0.047
C  -4.2946  7.4457  11.2835  -0.942
O  -2.5286  2.7588  13.3373  -0.084
O  -6.4109  2.4978  7.9834  0.065
H  -9.7694  -0.5173  17.8648  0.102
C  -5.8648  1.0090  15.4246  0.060
H  -6.0597  2.7260  10.6064  0.073
N  -1.7460  0.3533  10.2963  0.095
C  -7.3746  4.3111  11.4489  -0.323
H  -6.7733  5.1477  9.5940  0.081
H  -8.2794  4.7208  9.6970  0.101
O  -10.6717  5.6986  9.2238  -0.044
H  -5.3568  4.1295  11.4792  0.068
O  -8.0759  1.5850  17.2476  0.127
C  -9.2056  -0.6278  16.9385  0.018
H  -5.1995  0.3204  14.9036  0.096
O  -3.9382  4.5663  13.5335  0.087
H  -3.4764  4.7351  12.7090  0.083
H  -1.5289  -0.5906  10.5828  0.164
C  -6.1561  3.3885  11.4665  0.028
H  -5.0148  6.4440  10.3827  0.059
H  -8.6174  -1.5398  17.0399  0.080
O  -11.5264  5.6370  11.2348  -0.072
O  -5.7482  5.5382  8.0890  -0.024
O  -6.9742  6.5831  6.6783  0.123
O  -8.4321  3.0878  8.6968  -0.039
H  -6.2041  2.8091  12.3885  0.065
H  0.2601  1.1236  10.5907  0.098
H  -9.8004  -0.5780  16.0265  0.112
C  -8.0770  0.3802  16.8051  -0.269
C  -3.8398  0.2001  11.8208  0.002
O  -12.6701  6.5950  9.6653  0.067
H  -7.2402  6.9962  11.2235  0.080
C  -7.9660  6.7018  10.4654  0.063
H  -1.1014  2.3062  10.4450  0.125
H  -1.4755  0.4679  9.3299  0.168

=====

(6)
Here is 2 unconnected molecules or ions with the total composition C14H30BNO4 from OMol25. Energies are from ωB97M-V/def2-TZVPD.

Output
**2S+1**: 2
**Gap between HOMO and LUMO (spin up / spin down)**: 5.947 / 5.940 eV
**Net charge**: -1
**Expectation value of S²**: 0.7543

Last column: Löwdin spin population.
Atoms and positions in Å:
H  -1.1752  -0.2128  2.4127  0.000
C  -0.4056  -0.8940  2.7816  0.001
H  0.1060  3.4400  -1.7723  0.001
H  3.2026  1.2156  -1.9794  -0.001
H  0.0323  -3.0148  3.0035  0.000
H  2.7949  -0.9481  -1.4513  0.001
C  -1.2278  -1.0287  -2.1857  -0.002
H  -3.6016  1.7529  1.3051  0.000
C  -3.0082  1.7597  2.2628  0.000
C  1.2508  1.6986  -1.1293  0.026
C  -1.9794  1.2656  -1.6469  0.008
C  0.4667  2.9825  -0.8483  0.003
C  2.5159  2.0552  -1.9039  -0.001
H  -0.3665  2.8154  -0.1620  0.000
O  -1.6788  1.9338  2.1075  0.001
H  1.8177  -4.5309  -0.3035  0.000
H  0.3114  -4.3731  -1.2351  0.000
C  -0.6593  -0.0637  0.0942  0.020
H  3.0289  2.8563  -1.3689  0.000
H  -0.6532  -1.8918  -1.8622  0.000
H  1.3332  1.7293  1.0075  0.002
H  1.1437  0.5005  2.4983  0.000
B  1.4750  -1.5507  -0.1568  0.001
H  -1.0563  -2.6650  1.6705  0.000
C  1.2094  -3.8495  -0.9037  0.000
H  1.7896  -3.5382  -1.7728  0.000
O  1.1687  -0.1091  -2.6125  0.449
C  -0.8493  0.2389  -1.4187  0.028
H  -2.2807  -1.2285  -1.9792  0.000
O  2.7638  -1.5442  -0.6860  0.010
H  1.1445  3.6866  -0.3642  0.000
N  0.4591  0.7391  -1.9577  0.429
C  1.5848  1.0151  0.2210  0.019
H  -1.0937  0.7380  0.7162  0.001
C  -0.7893  -2.3645  2.6847  0.000
H  -1.6428  -2.5713  3.3359  0.000
H  1.7031  -1.1564  2.3507  0.000
O  0.7977  -2.7397  -0.1296  0.000
H  -2.6200  1.3127  -0.7652  0.000
H  2.6611  0.8324  0.2872  0.002
H  -3.5161  2.5393  2.8841  0.000
H  -1.6126  2.2669  -1.8463  0.001
H  -1.2407  -0.9672  0.2945  0.002
H  -3.2969  0.7902  2.7577  0.000
C  0.8834  -0.4739  2.0815  0.001
H  -0.2884  -0.6463  3.8414  0.000
H  -2.5851  0.9730  -2.5069  0.000
C  0.8062  -0.2816  0.5222  0.000
H  2.2787  2.3998  -2.9123  0.000
H  -1.1019  -0.8937  -3.2603  -0.001